<1>
Formula: C2H5N3S2
Source: OMol25
Level of theory: the ωB97M-V functional and the def2-TZVPD basis

```
12
Properties=species:S:1:pos:R:3:lowdin_charge:R:1
S 0.39604 -1.86580 -0.31300 0.678
S 1.73369 0.73519 -0.64409 0.702
N -1.13556 1.71706 -0.87216 0.072
N -0.98791 -0.47423 1.90072 -0.150
N -1.59616 0.53020 0.99502 -0.032
C -0.85409 0.80401 -0.05533 -0.678
C 0.38487 -0.03362 -0.27572 -1.109
H -2.23883 1.84519 -1.05090 0.192
H -0.23015 -0.01556 2.56768 0.127
H -0.61122 -1.93277 0.69418 -0.094
H -1.88621 -0.74900 2.53885 0.133
H -0.25669 1.90838 -1.61511 0.159
```

Computed properties:
SMILES	N/N=C(/N)C(=S)S
HOMO energy	-8.42	eV
net charge	0
Kohn-Sham gap	0.2866	Eh

<2>
Formula: C2H5N3S2
Source: OMol25
Level of theory: the ωB97M-V functional and the def2-TZVPD basis

```
12
Properties=species:S:1:pos:R:3:lowdin_charge:R:1
S 1.33318 1.95429 0.12096 0.679
S 3.49332 -0.15392 -0.26928 0.417
N -1.06798 -1.11488 0.18130 0.024
N 0.75373 0.30887 0.05163 -0.512
N -1.47226 1.09790 -0.68392 0.083
C 1.75181 -0.61376 -0.08235 -0.659
C -0.73099 0.18969 -0.09543 -0.604
H -0.93352 -1.65871 1.06122 0.096
H -2.08766 -1.59081 -0.61055 0.281
H 0.02698 2.69734 0.41716 -0.029
H 1.34895 -1.77337 0.23529 0.135
H -2.41555 0.65737 -0.32603 0.088
```

Computed properties:
HOMO energy	-8.43	eV
net charge	0
Kohn-Sham gap	0.2932	Eh

<3>
Formula: C2H5N3S2
Source: OMol25
Level of theory: the ωB97M-V functional and the def2-TZVPD basis

```
12
Properties=species:S:1:pos:R:3:lowdin_charge:R:1
S 1.88344 -1.25578 0.46342 0.682
S 2.76995 1.56184 1.03140 0.483
N -0.85757 -1.54218 -0.36512 0.027
N 0.71260 0.01655 0.32642 -0.555
N -1.38208 0.69853 -0.70341 0.031
C -0.44360 -0.31781 -0.30302 -0.666
C 1.05107 1.26423 0.81507 -0.592
H -1.94718 -1.73674 -0.48575 0.110
H 0.42848 2.20155 0.58324 0.089
H -0.93051 1.34301 -1.51443 0.139
H -2.00941 -0.08310 -1.34462 0.159
H 0.72481 -2.15011 1.49680 0.093
```

Computed properties:
HOMO energy	-8.34	eV
net charge	0
Kohn-Sham gap	0.2746	Eh

<4>
Formula: C2H5N3S2
Source: OMol25
Level of theory: the ωB97M-V functional and the def2-TZVPD basis

```
12
Properties=species:S:1:pos:R:3:lowdin_charge:R:1
S -1.09829 -1.34498 -0.15825 0.910
S 2.76744 0.37810 -0.01892 0.700
N 1.10907 0.07712 0.27133 -0.455
N -1.90174 1.43532 -0.90668 0.072
N -1.66660 -0.10696 0.83042 -0.367
C 0.59664 -0.90347 -0.34407 -0.637
C -1.89998 1.16701 0.32496 -0.403
H 2.83040 1.45681 0.79835 -0.147
H 1.09859 -1.57927 -1.07325 0.072
H -2.12951 2.43178 -1.05346 0.054
H -2.11771 1.87327 1.12029 0.116
H -1.35313 -0.13217 1.79201 0.083
```

Computed properties:
SMILES	[H]/N=C/NS/C=N/S
HOMO energy	-8.52	eV
net charge	0
Kohn-Sham gap	0.3397	Eh

Stability, lowest: <2>

<1>
Formula: C4H9O3
Source: OMol25
Level of theory: the ωB97M-V functional and the def2-TZVPD basis

```
16
Properties=species:S:1:pos:R:3:lowdin_charge:R:1
O -1.51520 0.37083 2.81940 -0.088
O -0.32825 -0.54120 1.06115 -0.109
O 1.67420 -1.26865 -1.11326 -0.090
C 0.78447 -0.35365 -1.69375 -0.377
C 0.68936 -0.57700 -3.19614 -0.104
C -0.73003 1.78697 1.13859 -0.059
C -0.84109 0.36420 1.77781 -0.776
H 1.47680 -1.26789 -0.15054 0.079
H 1.17596 0.64094 -1.49975 0.092
H -1.73694 2.15297 0.94249 0.051
H 1.64817 -0.40002 -3.71329 0.065
H -0.28649 2.47113 1.89274 0.055
H -0.09462 -0.06882 -3.75268 0.059
H -0.02514 1.78656 0.30299 0.034
H -0.22955 -0.31490 -1.27715 0.098
H 0.46972 -1.64907 -3.30159 0.068
```

Computed properties:
HOMO energy	-4.12	eV
net charge	-1
Kohn-Sham gap	0.2913	Eh

<2>
Formula: C4H9O3
Source: OMol25
Level of theory: the ωB97M-V functional and the def2-TZVPD basis

```
16
Properties=species:S:1:pos:R:3:lowdin_charge:R:1
O -1.82140 2.17982 0.18954 -0.377
O 1.23129 0.57056 -2.39513 -0.010
O 1.03446 -3.03411 0.63321 -0.455
C -0.11781 -0.46231 -0.73515 -0.092
C 0.98380 0.69782 -1.14173 -0.351
C -0.08712 -0.47966 0.74218 -0.160
C -0.38458 0.55782 1.52234 0.061
H -0.51353 1.52209 0.94733 0.015
H 0.89858 -3.97923 0.44485 -0.126
H -0.01088 -1.47977 -1.09782 0.102
H -2.49933 2.34727 -0.47549 -0.086
H -1.07854 -0.04809 -1.05490 0.108
H 0.20294 -1.47106 1.16606 0.063
H 0.40744 1.61148 -0.86340 0.120
H -0.05615 0.77963 2.52629 0.071
H 1.81082 0.68774 -0.40816 0.115
```

Computed properties:
HOMO energy	-4.15	eV
net charge	-1
Kohn-Sham gap	0.1418	Eh

<3>
Formula: C4H9O3
Source: OMol25
Level of theory: the ωB97M-V functional and the def2-TZVPD basis

```
16
Properties=species:S:1:pos:R:3:lowdin_charge:R:1
O -1.24498 -2.10380 -1.29283 -0.045
O -1.09755 2.29919 0.36513 -0.172
O -1.62682 -0.07782 -0.72547 -0.055
C -0.92560 -1.08451 -0.66930 -0.747
C 0.88484 -2.39869 0.48414 -0.130
C -0.06139 2.90355 -0.22334 -0.286
C 0.25585 -1.00823 0.31335 -0.168
H 0.50032 -3.14811 -0.06992 0.000
H -1.31833 1.34408 -0.03593 0.068
H 0.05419 2.84359 -1.26907 0.048
H 1.14037 -2.52070 1.59342 0.079
H -0.32842 3.90582 0.09405 0.068
H 0.95919 2.55814 0.12688 0.075
H 1.04631 -0.29926 0.05452 0.099
H 1.93983 -2.49384 0.01203 0.078
H -0.17780 -0.71940 1.24236 0.090
```

Computed properties:
HOMO energy	-4.34	eV
net charge	-1
Kohn-Sham gap	0.3070	Eh

<4>
Formula: C4H9O3
Source: OMol25
Level of theory: the ωB97M-V functional and the def2-TZVPD basis

```
16
Properties=species:S:1:pos:R:3:lowdin_charge:R:1
O -1.33068 -0.02716 0.57972 -0.080
O -0.18860 -1.88548 0.91021 -0.071
O 0.20478 1.95911 0.21187 -0.118
C -0.96140 -1.18410 0.25459 -0.788
C -1.63954 -1.95244 -0.88954 -0.051
C 2.30112 0.97261 -0.00181 -0.080
C 1.22127 1.87113 -0.71254 -0.339
H 2.84881 0.68958 -0.74623 -0.028
H 1.63006 2.89615 -0.89650 0.098
H 1.88237 0.10627 0.58307 0.089
H 0.89907 1.46736 -1.73509 0.117
H -1.86800 -3.00709 -0.85571 0.043
H -0.28280 1.13155 0.23495 -0.012
H 2.94336 1.52440 0.75830 0.085
H -0.68278 -2.11836 -1.53508 0.091
H -2.38278 -1.30479 -1.32625 0.046
```

Computed properties:
HOMO energy	-4.29	eV
net charge	-1
Kohn-Sham gap	0.3095	Eh

Stability, lowest: <2>

<1>
Formula: C4H9O3
Source: OMol25
Level of theory: the ωB97M-V functional and the def2-TZVPD basis

```
16
Properties=species:S:1:pos:R:3:lowdin_charge:R:1
O 0.75205 -0.87433 -0.90966 -0.211
O -0.90729 0.55748 0.66089 -0.100
O -2.23370 2.26471 1.03168 -0.039
C 1.84740 -0.81247 -0.12697 -0.473
C -2.28311 1.55291 -1.18416 -0.025
C 1.88706 -1.64283 1.24867 -0.093
C -1.73512 1.46969 0.25365 -0.717
H 2.26026 0.32550 -0.00521 0.128
H 2.73180 -1.93195 1.64221 -0.036
H -2.16219 2.39062 -1.77069 0.024
H -0.05972 -0.27761 -0.23979 0.131
H -3.29660 1.51876 -0.91150 0.040
H 2.65188 -1.29545 -0.72179 0.077
H 1.50694 -2.65585 0.89923 0.069
H -1.94637 0.61917 -1.82259 0.107
H 0.98672 -1.20833 1.95602 0.119
```

Computed properties:
HOMO energy	-4.68	eV
net charge	-1
Kohn-Sham gap	0.3240	Eh

<2>
Formula: C4H9O3
Source: OMol25
Level of theory: the ωB97M-V functional and the def2-TZVPD basis

```
16
Properties=species:S:1:pos:R:3:lowdin_charge:R:1
O 2.68203 -1.88038 -0.46011 -0.166
O -2.54653 -1.16040 -0.35894 -0.093
O -0.44526 -1.04676 -1.19050 -0.078
C -1.47441 -0.59331 -0.66269 -0.766
C 2.27923 -0.45201 -0.49230 -0.124
C -1.29298 1.01566 1.20295 -0.135
C -1.47946 0.97080 -0.33287 -0.177
H 1.33388 -0.49034 0.04121 0.050
H -0.78709 1.53775 -0.94440 0.076
H -0.41161 1.57341 1.52105 0.045
H -2.47042 1.33989 -0.59858 0.077
H -1.11312 0.01579 1.57993 0.059
H -2.13016 1.44132 1.77665 0.057
H 2.00864 -0.23982 -1.51073 0.066
H 2.72718 -2.10346 0.46760 0.043
H 3.12008 0.07185 -0.03827 0.066
```

Computed properties:
HOMO energy	-3.86	eV
net charge	-1
Kohn-Sham gap	0.2823	Eh

Stability, lowest: <1>

<1>
Formula: C7H14O2
Source: OMol25
Level of theory: the ωB97M-V functional and the def2-TZVPD basis

```
23
Properties=species:S:1:pos:R:3:lowdin_charge:R:1
O 0.06655 0.92279 -1.91324 0.065
O -2.04053 1.58147 -1.57595 0.089
C -0.98013 0.67180 1.29755 0.016
C -1.08831 0.63993 -1.68116 -0.588
C 0.76681 -1.08339 1.37792 -0.224
C 1.68278 -1.53053 0.23631 -0.098
C -1.67202 -0.74309 -1.74866 0.018
C 0.31174 0.34672 1.26368 -0.387
C 1.34878 1.35637 0.91837 -0.065
H -1.30356 1.69947 1.27676 0.064
H -2.73214 -0.71354 -1.50324 0.087
H -1.53224 -1.14101 -2.75345 0.096
H 2.64664 -1.03031 0.29037 0.070
H 1.03624 2.35654 1.20973 0.079
H 1.85480 -2.60435 0.28878 0.071
H -1.14251 -1.38960 -1.05485 0.073
H 2.30611 1.13158 1.38446 0.080
H 1.30701 -1.19669 2.32621 0.116
H 1.42017 1.35790 -0.19506 0.081
H -1.63947 2.46253 -1.62054 0.130
H 1.23851 -1.29373 -0.72858 0.060
H -0.10761 -1.73714 1.42631 0.102
H -1.74762 -0.06371 1.47828 0.066
```

Computed properties:
SMILES	C=C(C)CC.CC(=O)O
HOMO energy	-9.15	eV
net charge	0
Kohn-Sham gap	0.3653	Eh

<2>
Formula: C7H14O2
Source: OMol25
Level of theory: the ωB97M-V functional and the def2-TZVPD basis

```
23
Properties=species:S:1:pos:R:3:lowdin_charge:R:1
O 2.01930 -2.87550 0.48811 0.022
O 2.20364 0.34194 -0.68372 -0.019
C 0.00665 -0.60595 0.33221 -0.213
C -1.09659 -1.60746 0.01516 -0.069
C -1.87805 1.14060 -0.69180 -0.107
C -0.40925 0.98371 -0.32531 -0.330
C -0.02788 1.98116 0.76516 -0.098
C 1.80544 -1.65833 0.62936 -0.252
C 1.35225 -0.76304 -0.51590 -0.312
H -1.05520 -1.93997 -1.02561 0.091
H 2.23523 -1.09601 1.48191 0.144
H -2.09890 -1.25143 0.25981 0.070
H -0.58746 1.78636 1.68529 0.081
H 3.09850 -0.00384 -0.84589 0.119
H -2.53766 0.86938 0.13600 0.074
H -0.97688 -2.49740 0.64389 0.082
H 0.14824 1.24685 -1.22794 0.119
H 1.18749 -1.32030 -1.43826 0.159
H 1.03785 1.94106 0.99917 0.072
H -2.09181 2.18603 -0.94564 0.079
H 0.03928 -0.41465 1.40683 0.128
H -2.13069 0.55235 -1.57813 0.079
H -0.24350 3.00445 0.43531 0.079
```

Computed properties:
SMILES	CC(C)[C@@H](C)[C@@H](O)C=O
HOMO energy	-8.99	eV
net charge	0
Kohn-Sham gap	0.3560	Eh

<3>
Formula: C7H14O2
Source: OMol25
Level of theory: the ωB97M-V functional and the def2-TZVPD basis

```
23
Properties=species:S:1:pos:R:3:lowdin_charge:R:1
O 1.76299 -1.48095 -0.23154 0.019
O 2.20588 0.44626 -2.25632 -0.082
C -1.14213 0.64774 -0.92575 -0.190
C -0.50617 -1.79031 -0.90945 -0.157
C -1.63820 -0.79277 -0.68011 -0.193
C 0.49995 1.42932 2.54484 -0.105
C -0.39157 0.89839 1.48484 -0.194
C -0.38886 1.29463 0.21119 -0.111
C 0.61517 -1.69279 0.10856 -0.239
H -0.86775 -2.82551 -0.85099 0.123
H -1.97517 1.34103 -1.06958 0.111
H -0.05946 -1.66868 -1.89908 0.120
H -0.61006 0.63051 -1.88084 0.109
H -1.96072 -0.91810 0.34884 0.095
H 0.68003 2.50155 2.36135 0.079
H 1.52319 1.04750 2.48873 0.079
H 0.46116 -1.85328 1.18802 0.128
H 0.06018 1.34652 3.53272 0.068
H 0.19077 2.16417 -0.08679 0.116
H 3.15956 0.38669 -2.24700 0.026
H 1.85462 -0.20489 -1.60613 -0.008
H -2.39571 -1.02569 -1.42924 0.113
H -1.07770 0.11865 1.80373 0.093
```

Computed properties:
SMILES	C/C=C/CCCC=O.O
HOMO energy	-9.17	eV
net charge	0
Kohn-Sham gap	0.3726	Eh

<4>
Formula: C7H14O2
Source: OMol25
Level of theory: the ωB97M-V functional and the def2-TZVPD basis

```
23
Properties=species:S:1:pos:R:3:lowdin_charge:R:1
O -0.84869 1.20377 -1.22430 0.057
O 1.97407 0.36742 0.95867 -0.008
C -1.20143 0.55846 1.04983 -0.014
C -0.57550 0.44823 -0.31926 -0.423
C 1.65344 1.16686 0.06659 -0.310
C -1.49860 -1.78957 -1.21147 -0.078
C -0.17055 -1.19665 -0.77272 -0.327
C 0.51371 -1.91822 0.32362 -0.101
C 1.29356 2.59468 0.38114 -0.042
H 0.47810 -1.02803 -1.63326 0.126
H -0.45970 0.32376 1.81137 0.082
H 1.13806 -2.72844 -0.05424 0.083
H 1.26767 -1.18711 0.77941 0.064
H -2.02759 -0.14244 1.14674 0.089
H -0.16463 -2.26580 1.09827 0.082
H -1.57590 1.56842 1.20755 0.089
H 0.91270 2.69896 1.39454 0.088
H 2.02702 1.01931 -0.96169 0.140
H -2.16403 -1.94006 -0.36331 0.074
H -1.99552 -1.14789 -1.93406 0.079
H 2.18679 3.20879 0.26423 0.091
H -1.31598 -2.76149 -1.67096 0.083
H 0.55303 2.94702 -0.33669 0.076
```

Computed properties:
SMILES	CC(=O)C(C)C.CC=O
HOMO energy	-9.00	eV
net charge	0
Kohn-Sham gap	0.3282	Eh

Stability, lowest: <2>